1.
Molecular formula: C5H14S
Method: DFT, wB97M-V/def2-TZVPD

Structure (XYZ):
```
20
Properties=species:S:1:pos:R:3:nbo_charge:R:1
H -0.704 1.670 3.273 0.21
C 0.319 1.745 3.024 -0.70
H 1.143 -0.983 -0.337 0.22
H 0.742 2.854 2.961 0.23
H -2.122 1.685 1.550 0.24
H -0.298 -3.814 -3.120 0.21
C 0.799 -2.245 -2.018 -0.40
H -1.950 2.490 0.297 0.22
H -0.641 -1.525 -0.438 0.20
C -0.180 -2.768 -3.013 -0.62
C 0.275 -1.148 -0.949 -0.61
S 0.247 1.449 1.122 0.20
H 1.237 -3.108 -1.432 0.19
H -0.056 -0.220 -1.447 0.20
H -1.843 0.776 0.021 0.24
C -1.398 1.533 0.704 -0.86
H 0.137 -2.413 -3.979 0.20
H 1.632 -1.909 -2.654 0.20
H 1.072 1.023 3.616 0.24
H -1.192 -2.410 -2.751 0.20
```

- energy relative to the best compared isomer or geometry (same formula, charge and spin) (kJ/mol) = 224.49
- SMILES = CCC.CSC
- charge = 0
- maximum force (Eh/bohr) = 0.1203


2.
Molecular formula: C37H34BrF4N8O3S2Sn
Method: DFT, wB97M-V/def2-TZVPD

Structure (XYZ):
```
90
Properties=species:S:1:pos:R:3:mulliken_charge:R:1
H 6.878 -2.727 12.511 0.26
C 3.494 -9.062 19.802 -0.15
H 11.618 -7.530 20.927 0.63
C 4.830 -8.907 23.765 0.56
H 0.871 -11.154 19.413 0.27
H 4.898 -11.844 18.882 0.42
C 12.879 -11.323 19.780 0.59
S 8.037 -8.089 16.610 -0.48
C 6.791 -12.561 18.324 0.25
C 9.642 -5.940 18.230 -0.31
H 1.691 -8.863 24.754 0.36
H 2.861 -4.395 14.893 0.39
Sn 8.207 -8.618 19.191 0.87
C 1.692 -10.458 19.083 -0.19
O 7.567 -6.649 23.168 -0.78
C 3.584 -9.387 24.133 -0.85
C 5.947 -3.112 13.034 -0.31
H 3.793 -9.747 16.465 0.41
C 6.316 -11.929 20.550 -0.15
C 10.554 -4.782 18.458 -1.55
H 4.368 -5.557 23.456 0.43
C 3.377 -9.774 17.488 -0.01
F 11.880 -10.126 21.491 -0.35
C 7.801 -5.333 19.800 -1.06
C 11.965 -10.392 20.200 -0.03
N 7.014 -9.130 22.857 -0.48
H 4.273 -6.397 15.615 0.26
C 6.530 -5.456 18.963 -0.25
H 2.059 -6.303 24.172 0.32
C 12.161 -11.127 17.553 0.34
N 8.050 -12.822 18.550 -0.57
H 10.053 -3.765 18.689 0.28
C 13.027 -11.694 18.468 -0.71
H 3.972 -8.725 20.625 0.82
C 2.625 -8.423 24.377 -0.45
H 4.634 -1.523 12.380 0.38
N 5.197 -8.333 18.166 0.55
F 10.489 -9.619 16.949 -0.30
H 9.006 -5.684 17.361 0.28
H 9.501 -12.830 19.885 0.50
C 3.979 -9.050 18.490 -0.43
H 8.047 -12.126 21.873 0.38
N 5.101 -5.799 15.509 0.03
C 4.968 -4.773 14.567 0.21
C 2.269 -9.683 20.037 -0.92
C 5.054 -7.582 23.531 -0.02
H 11.183 -4.633 17.564 0.45
H 6.049 -6.473 18.892 -0.65
C 11.197 -9.665 19.223 -0.77
H 9.250 -7.263 21.351 0.10
H 1.897 -9.687 21.052 0.41
C 7.647 -12.295 20.871 -0.53
N 8.837 -6.311 19.466 1.13
N 5.227 -8.037 16.984 -0.40
H 11.248 -4.940 19.267 0.28
H 10.115 -5.601 21.160 0.32
H 5.621 -11.567 21.322 0.46
N 6.268 -6.298 15.827 -0.17
C 4.081 -6.617 23.614 -0.58
H 2.712 -2.461 13.673 0.34
H 10.256 -6.830 17.986 0.21
N 10.386 -8.624 19.561 0.27
C 8.457 -12.681 19.782 -0.44
C 2.882 -7.042 24.152 -0.60
O 6.203 -7.277 21.255 -0.34
H 7.543 -5.632 20.861 0.45
H 6.776 -5.011 17.949 0.33
H 3.427 -10.401 24.359 0.61
C 3.724 -4.148 14.364 -0.61
C 11.282 -10.128 17.897 0.56
H 8.210 -4.302 19.783 0.35
C 6.399 -7.440 16.437 0.00
F 12.181 -11.542 16.284 -0.32
C 4.773 -2.404 12.969 -0.54
C 10.937 -7.403 20.055 -0.83
C 2.170 -10.536 17.742 -0.91
C 9.792 -6.579 20.598 -0.41
H 5.794 -4.758 19.428 0.55
H 13.587 -12.564 18.156 0.43
C 6.052 -4.256 13.813 -0.20
F 13.680 -11.967 20.702 -0.34
H 1.669 -11.021 16.895 0.37
O 5.805 -11.038 23.500 -0.77
H 7.040 -4.689 13.965 0.36
C 5.940 -9.779 23.333 0.20
C 3.677 -2.921 13.663 -0.39
H 11.619 -6.941 19.242 0.19
C 5.854 -12.148 19.257 -0.08
S 6.591 -7.581 22.651 1.33
Br 6.103 -12.850 16.584 -0.24
```

- energy relative to the best compared isomer or geometry (same formula, charge and spin) (kJ/mol) = 180.40
- charge = -1
- maximum force (Eh/bohr) = 0.0689


Record-wise LUMO energy values, in eV: 0.92 1.84